(1)
ORCA calculation (the ωB97M-V functional and the def2-TZVPD basis) on a single C5H5Br2NO molecule.

Summary:
ΔE to the lowest compared entry with this formula, charge and spin   129.02 kJ/mol
Frontier orbital gap   0.331 hartree
Electronic energy   -5471.44619 hartree
Net charge   0
Lowest unoccupied orbital energy   -0.377 eV
Multiplicity   1

Last column: Mulliken charge in e.
Element x y z (Å)
C (-0.539, -1.836, 0.921)  -0.43
C (-0.189, -0.582, 1.044)  -0.50
C (-0.718, -2.304, -0.548)  0.42
C (-0.378, 0.337, -0.141)  0.46
C (0.661, 1.329, -0.521)  -0.77
N (-0.594, -1.277, -1.392)  -0.36
O (-0.810, -3.434, -1.015)  -0.63
Br (-2.071, 1.159, -0.376)  -0.04
Br (2.444, 0.717, -0.309)  -0.11
H (-0.707, -2.378, 1.857)  0.38
H (0.267, -0.094, 1.834)  0.48
H (0.618, 2.340, -0.051)  0.41
H (0.694, 1.731, -1.542)  0.44
H (-1.026, -1.261, -2.292)  0.25


(2)
ORCA calculation (the ωB97M-V functional and the def2-TZVPD basis) on a 2-piece molecular cluster, C5H5BrClN4 overall.

Summary:
ΔE to the lowest compared entry with this formula, charge and spin   226.55 kJ/mol
Frontier orbital gap (spin up / spin down)   0.185 / 0.137 hartree
Electronic energy   -3446.35049 hartree
Net charge   +1
Lowest unoccupied orbital energy (spin up / spin down)   -6.074 / -6.721 eV
Multiplicity   1

Last column: Mulliken charge in e.
Element x y z (Å)
C (1.404, 1.529, 2.327)  0.18
C (1.703, -0.729, 1.472)  0.00
C (-1.456, -0.558, -1.897)  -0.30
C (0.096, 0.664, -0.837)  0.44
C (0.202, -0.681, -0.370)  0.25
N (1.627, 0.451, 1.903)  -0.11
N (0.987, -1.270, 0.544)  -0.46
N (-0.913, 0.698, -1.784)  0.00
N (-0.746, -1.389, -1.133)  0.05
Cl (0.941, 2.026, -0.515)  -0.14
Br (-2.782, 0.330, 1.121)  -0.64
H (1.144, 2.375, 2.937)  0.44
H (2.233, -1.587, 2.123)  0.30
H (-2.230, -0.954, -2.522)  0.36
H (-1.170, 1.491, -2.393)  0.28
H (-1.041, -2.397, -0.977)  0.33


(3)
ORCA calculation (the ωB97M-V functional and the def2-TZVPD basis) on a single C5H5BrN2 molecule.

Summary:
SMILES   C=Cc1n[nH]cc1Br
ΔE to the lowest compared entry with this formula, charge and spin   122.53 kJ/mol
Frontier orbital gap   0.343 hartree
Electronic energy   -2876.96006 hartree
Net charge   0
Lowest unoccupied orbital energy   0.720 eV
Multiplicity   1

Last column: Mulliken charge in e.
Element x y z (Å)
C (1.404, 0.396, -2.015)  -0.64
C (1.159, -0.469, -0.997)  -0.39
C (-0.039, -0.281, -0.268)  0.70
N (-1.319, -0.164, -0.597)  -0.72
N (-2.042, -0.021, 0.566)  0.11
C (-1.212, 0.108, 1.713)  -0.38
C (0.041, -0.287, 1.393)  -0.11
Br (1.732, -0.334, 2.365)  -0.13
H (2.456, 0.537, -2.436)  0.24
H (0.572, 1.048, -2.380)  0.27
H (1.832, -1.127, -0.523)  0.39
H (-3.039, 0.248, 0.465)  0.25
H (-1.546, 0.347, 2.715)  0.41


(4)
ORCA calculation (the ωB97M-V functional and the def2-TZVPD basis) on C5H5BrN2O2 as an isolated structure.

Summary:
ΔE to the lowest compared entry with this formula, charge and spin   457.98 kJ/mol
Frontier orbital gap   0.348 hartree
Electronic energy   -3027.33021 hartree
Net charge   0
Lowest unoccupied orbital energy   -0.369 eV
Multiplicity   1

Last column: Mulliken charge in e.
Element x y z (Å)
C (-1.661, -0.084, 0.700)  -0.41
C (-1.313, -0.239, -0.591)  -0.33
C (-0.674, -0.036, 1.769)  -0.06
C (0.087, -0.736, -1.057)  -0.47
C (1.153, -0.211, -0.218)  0.06
N (0.588, -0.164, 1.586)  -0.50
N (1.341, 1.256, -0.404)  1.06
O (0.386, 1.858, -0.832)  -0.56
O (2.409, 1.682, -0.078)  -0.58
Br (2.804, -1.116, -0.089)  -0.07
H (-2.544, 0.462, 0.800)  0.37
H (-2.139, -0.286, -1.255)  0.40
H (-0.915, -0.086, 2.802)  0.46
H (0.208, -1.911, -1.025)  0.32
H (0.271, -0.390, -2.108)  0.32


(5)
ORCA calculation (the ωB97M-V functional and the def2-TZVPD basis) on a single C5H5Cl molecule.

Summary:
SMILES   ClC1C=CC=C1
ΔE to the lowest compared entry with this formula, charge and spin   45.29 kJ/mol
Frontier orbital gap   0.341 hartree
Electronic energy   -653.66353 hartree
Net charge   0
Lowest unoccupied orbital energy   0.253 eV
Multiplicity   1

Last column: Mulliken charge in e.
Element x y z (Å)
Cl (-2.730, 0.010, -0.380)  -0.21
C (-1.025, 0.013, 0.371)  0.16
C (-0.152, -1.176, 0.049)  -0.54
C (1.063, -0.770, -0.406)  -0.32
C (1.090, 0.742, -0.370)  -0.33
C (-0.113, 1.173, 0.040)  -0.51
H (-1.221, -0.009, 1.480)  0.26
H (-0.466, -2.148, 0.363)  0.39
H (1.915, -1.427, -0.760)  0.34
H (1.990, 1.384, -0.510)  0.35
H (-0.352, 2.207, 0.122)  0.40


(6)
ORCA calculation (the ωB97M-V functional and the def2-TZVPD basis) on C5H5Cl2FeNO4Pr as an isolated structure.

Summary:
ΔE to the lowest compared entry with this formula, charge and spin   56.57 kJ/mol
Frontier orbital gap (spin up / spin down)   0.328 / 0.148 hartree
Electronic energy   -3248.59316 hartree
Net charge   +4
Lowest unoccupied orbital energy (spin up / spin down)   -15.183 / -20.166 eV
Multiplicity   8

Last column: Mulliken charge in e.
Element x y z (Å)
Fe (-1.323, -2.804, -3.938)  0.35
Pr (0.225, -0.029, -0.420)  1.65
Cl (-0.391, -1.950, -2.109)  -0.26
Cl (-1.278, 1.702, -1.390)  -0.20
C (1.970, 1.909, -0.513)  0.22
C (-1.705, -4.491, -4.584)  0.51
C (-1.849, -1.950, -5.448)  0.50
O (2.597, 2.870, -0.323)  -0.01
O (-2.070, -5.235, -5.385)  0.06
O (-2.366, -1.887, -6.490)  0.03
C (0.826, 0.539, 4.183)  -0.97
C (0.592, 1.166, 2.873)  0.75
N (0.541, 2.504, 2.760)  0.07
O (0.389, 0.475, 1.804)  -0.42
H (0.772, 1.283, 4.982)  0.42
H (1.840, 0.114, 4.250)  0.36
H (0.067, -0.232, 4.339)  0.36
H (0.517, 2.929, 1.828)  0.24
H (0.646, 3.087, 3.580)  0.34


(7)
ORCA calculation (the ωB97M-V functional and the def2-TZVPD basis) on a single C5H5Cl2N molecule.

Summary:
SMILES   N#C[C@]1(CCl)C[C@H]1Cl
ΔE to the lowest compared entry with this formula, charge and spin   302.79 kJ/mol
Frontier orbital gap   0.409 hartree
Electronic energy   -1168.55336 hartree
Net charge   0
Lowest unoccupied orbital energy   0.508 eV
Multiplicity   1

Last column: Mulliken charge in e.
Element x y z (Å)
N (1.944, -2.044, -0.879)  -0.45
C (1.358, -1.178, -0.430)  0.00
C (0.204, -0.430, -0.027)  0.82
C (0.483, 1.099, 0.211)  -0.67
Cl (1.850, 1.761, 1.185)  -0.17
C (-0.668, -1.373, 0.862)  -0.57
C (-1.245, -0.916, -0.584)  -0.32
Cl (-2.551, 0.174, -0.948)  -0.14
H (-0.527, 1.527, 0.907)  0.24
H (0.633, 1.669, -0.751)  0.34
H (-0.379, -2.446, 1.291)  0.25
H (-1.059, -0.808, 1.734)  0.28
H (-1.146, -1.743, -1.258)  0.39


(8)
ORCA calculation (the ωB97M-V functional and the def2-TZVPD basis) on a 3-piece molecular cluster, C5H5Cl6FO3 overall.

Summary:
SMILES   O=C1OC[C@@H](F)O1.ClC(Cl)Cl.ClC(Cl)Cl
ΔE to the lowest compared entry with this formula, charge and spin   19.54 kJ/mol
Frontier orbital gap   0.417 hartree
Electronic energy   -3280.24982 hartree
Net charge   0
Lowest unoccupied orbital energy   0.443 eV
Multiplicity   1

Last column: Mulliken charge in e.
Element x y z (Å)
O (1.651, 1.427, -0.380)  -0.49
C (2.727, 0.932, -0.154)  0.63
O (2.879, -0.434, 0.051)  -0.28
C (4.235, -0.653, 0.449)  -0.34
C (4.896, 0.716, 0.318)  0.37
F (5.875, 0.573, -0.627)  -0.30
O (3.912, 1.576, -0.069)  -0.31
H (4.138, -1.017, 1.463)  0.23
H (4.641, -1.434, -0.209)  0.25
H (5.429, 1.184, 1.157)  0.24
Cl (-8.017, 1.167, -0.447)  -0.14
C (-6.930, -0.198, 0.087)  0.09
Cl (-5.890, -0.668, -1.235)  -0.11
Cl (-7.927, -1.460, 0.706)  -0.11
H (-6.265, 0.155, 0.855)  0.27
Cl (-0.349, -1.311, -1.684)  -0.11
C (-1.038, -0.296, -0.462)  0.20
Cl (-0.719, -1.024, 1.213)  -0.18
Cl (-2.762, 0.111, -0.763)  -0.10
H (-0.487, 0.654, -0.269)  0.20


(9)
ORCA calculation (the ωB97M-V functional and the def2-TZVPD basis) on a single C5H5ClFN molecule.

Summary:
SMILES   Cc1cc(F)[nH]c1Cl
ΔE to the lowest compared entry with this formula, charge and spin   135.81 kJ/mol
Frontier orbital gap   0.336 hartree
Electronic energy   -808.25669 hartree
Net charge   0
Lowest unoccupied orbital energy   0.694 eV
Multiplicity   1

Last column: Mulliken charge in e.
Element x y z (Å)
C (1.484, 1.898, 0.116)  -1.03
C (0.273, 1.025, -0.124)  0.88
C (-1.134, 1.313, -0.096)  -0.77
C (-1.703, 0.079, -0.057)  0.25
F (-2.921, -0.575, 0.205)  -0.28
N (-0.764, -0.919, -0.273)  -0.25
C (0.433, -0.294, -0.079)  -0.14
Cl (1.922, -1.156, 0.034)  -0.19
H (2.126, 2.248, -0.775)  0.24
H (1.062, 2.972, 0.537)  0.26
H (2.206, 1.446, 0.980)  0.28
H (-1.469, 2.336, -0.206)  0.42
H (-1.074, -1.863, 0.403)  0.34


(10)
ORCA calculation (the ωB97M-V functional and the def2-TZVPD basis) on an isolated ion of composition C5H5ClFN2 and charge +1.

Summary:
SMILES   F[C@H]1[C@H]2N=C[NH+]=C(Cl)[C@@H]12
ΔE to the lowest compared entry with this formula, charge and spin   97.66 kJ/mol
Frontier orbital gap   0.348 hartree
Electronic energy   -862.72179 hartree
Net charge   +1
Lowest unoccupied orbital energy   -5.504 eV
Multiplicity   1

Last column: Mulliken charge in e.
Element x y z (Å)
F (-0.157, 1.046, -1.702)  -0.27
C (-0.450, 1.392, -0.399)  0.03
C (-0.845, 0.290, 0.526)  -0.20
N (-1.003, -0.979, -0.065)  -0.35
C (-0.064, -1.563, -0.623)  -0.14
N (1.331, -1.099, -0.718)  -0.03
C (1.799, -0.097, -0.074)  0.46
Cl (3.388, 0.254, 0.227)  -0.01
C (0.493, 0.956, 0.641)  -0.40
H (-0.991, 2.400, -0.238)  0.33
H (-1.711, 0.301, 1.157)  0.46
H (-0.315, -2.498, -1.096)  0.40
H (1.964, -1.796, -1.065)  0.33
H (0.717, 1.669, 1.482)  0.38